Entry 1:
Computed, not measured: C20H13F5N9O2S3TeTi as an isolated structure, with ωB97M-V with the def2-TZVPD basis set.

frontier orbital gap: 0.2102 Eh
energy above the lowest of the compared OMol25 structures with the same formula, charge and spin: 0.0 kJ/mol
DFT total energy: -4225.0228 Eh
charge: -1
LUMO: 0.04039 hartree

CARTESIAN COORDINATES (ANGSTROEM)
Ti: -0.006 -0.754 -0.336
S: -3.705 5.889 -1.612
N: -3.266 5.206 -0.213
C: -2.697 4.053 -0.516
C: -2.170 3.090 0.431
C: -2.236 3.276 1.813
C: -1.717 2.310 2.641
C: -1.141 1.177 2.066
N: -1.075 0.999 0.762
C: -1.579 1.929 -0.067
C: -1.512 1.671 -1.514
N: -0.965 0.516 -1.931
C: -0.885 0.251 -3.222
C: -1.350 1.137 -4.195
C: -1.925 2.316 -3.794
C: -2.015 2.596 -2.428
C: -2.617 3.812 -1.916
N: -3.127 4.788 -2.646
H: -2.697 4.175 2.200
H: -1.749 2.411 3.716
H: -0.717 0.388 2.672
H: -0.433 -0.700 -3.478
H: -1.255 0.877 -5.239
H: -2.313 3.034 -4.505
S: -0.534 -2.687 -1.761
C: -2.255 -2.779 -2.024
C: -2.727 -3.536 -3.142
N: -3.082 -4.144 -4.054
C: -3.128 -2.175 -1.180
S: -2.596 -1.215 0.152
C: -4.545 -2.295 -1.369
N: -5.687 -2.376 -1.492
F: 3.746 -2.336 -1.724
Te: 3.354 -0.681 -0.941
F: 2.856 -0.202 -2.762
F: 5.259 -0.350 -1.396
F: 4.004 -1.704 0.722
F: 1.027 0.866 -0.491
O: 1.546 -1.546 -0.636
C: 4.348 -2.840 3.440
N: 3.089 -2.135 3.297
C: 1.936 -2.757 2.656
C: 1.195 -1.541 2.182
O: 0.098 -1.650 1.586
N: 1.856 -0.416 2.441
C: 3.014 -0.826 2.989
N: 4.001 0.047 3.254
H: 4.143 -3.848 3.795
H: 4.969 -2.349 4.190
H: 4.871 -2.881 2.482
H: 1.342 -3.381 3.324
H: 2.233 -3.328 1.770
H: 3.880 0.930 2.783
H: 4.943 -0.309 3.216



Entry 2:
Computed, not measured: one molecule with the formula C4H10NOS, with ωB97M-V with the def2-TZVPD basis set.

frontier orbital gap (spin up / spin down): 0.3733 / 0.2822 Eh
multiplicity: 2
energy above the lowest of the compared OMol25 structures with the same formula, charge and spin: 30.5 kJ/mol
DFT total energy: -686.4896 Eh
charge: 0
LUMO (spin up / spin down): 0.03087 / -0.06027 hartree
<S²>: 0.76

CARTESIAN COORDINATES (ANGSTROEM)
C: -1.454 0.196 -0.916
C: -0.138 0.162 -0.193
C: 0.301 1.519 0.290
S: 1.115 2.558 -0.943
N: -0.108 -0.761 0.950
C: 0.756 -2.047 0.712
O: 0.100 -2.620 -0.247
H: -1.446 1.034 -1.590
H: -2.268 0.509 -0.249
H: -1.651 -0.740 -1.420
H: 0.609 -0.194 -0.908
H: 0.949 1.368 1.157
H: -0.564 2.066 0.680
H: 2.359 2.152 -0.657
H: -1.042 -1.117 1.156
H: 0.753 -2.489 1.684
H: 1.729 -1.596 0.494